No. 1
Computed, not measured: C54H39F7O16V4 as an isolated structure, with ωB97M-V/def2-TZVPD.

CARTESIAN COORDINATES (ANGSTROEM)
O  8.27  2.94  2.91
V  8.65  1.95  1.75
O  8.70  0.47  2.20
O  5.73  4.43  -4.22
V  5.55  5.52  -3.03
O  5.69  6.94  -3.60
O  -3.72  1.45  -1.89
V  -3.81  1.44  -0.30
O  -3.58  2.90  0.25
O  -1.80  -3.44  2.57
V  -1.62  -2.08  3.26
O  -2.01  -2.21  4.80
C  1.21  1.82  -0.44
C  0.75  0.77  0.45
C  1.87  0.10  1.42
O  1.44  -0.70  2.31
C  3.24  0.55  1.29
C  3.60  1.52  0.38
C  2.50  2.26  -0.46
O  2.76  3.31  -1.21
O  4.89  1.69  0.25
O  -0.43  0.35  0.52
H  0.51  2.43  -0.98
H  3.95  0.05  1.93
C  -6.72  -0.81  4.49
C  -6.42  -0.31  3.29
C  -7.44  0.37  2.41
O  -7.14  0.81  1.24
C  -8.72  0.54  2.85
C  -9.15  0.00  4.16
C  -8.03  -0.75  5.07
O  -8.38  -1.07  6.26
O  -10.25  0.12  4.71
O  -5.19  -0.47  2.92
H  -5.94  -1.22  5.12
H  -9.44  1.06  2.23
F  9.36  -5.75  1.36
C  8.05  -5.63  1.14
C  7.37  -4.73  1.87
C  5.96  -4.66  1.84
C  5.34  -5.54  0.90
C  6.04  -6.33  0.00
C  7.41  -6.46  0.17
H  7.76  -4.06  2.63
H  5.33  -4.11  2.52
H  4.26  -5.62  0.84
H  5.51  -7.02  -0.64
H  7.98  -7.05  -0.54
F  3.16  -0.85  8.72
C  2.39  -1.86  8.38
C  2.30  -2.26  7.07
C  1.68  -3.50  6.83
C  1.10  -4.19  7.88
C  1.04  -3.70  9.14
C  1.70  -2.49  9.40
H  2.77  -1.76  6.24
H  1.62  -3.92  5.84
H  0.53  -5.05  7.55
H  0.44  -4.16  9.90
H  1.74  -2.11  10.41
F  -0.85  1.73  5.04
C  -0.37  2.46  6.04
C  -1.30  3.11  6.86
C  -0.81  3.85  7.93
C  0.56  3.94  8.18
C  1.40  3.31  7.35
C  1.00  2.57  6.28
H  -2.35  2.92  6.71
H  -1.37  4.46  8.62
H  0.90  4.47  9.05
H  2.44  3.42  7.60
H  1.74  2.17  5.60
F  -2.16  5.34  -3.74
C  -3.32  5.54  -4.35
C  -3.36  5.28  -5.71
C  -4.57  5.30  -6.37
C  -5.73  5.52  -5.65
C  -5.66  5.81  -4.29
C  -4.40  5.86  -3.61
H  -2.43  5.21  -6.25
H  -4.56  5.10  -7.43
H  -6.76  5.60  -5.97
H  -6.63  5.93  -3.83
H  -4.32  6.00  -2.54
F  1.03  -4.06  -2.42
C  1.67  -3.21  -3.21
C  2.73  -2.40  -2.81
C  3.28  -1.51  -3.74
C  2.88  -1.62  -5.06
C  1.88  -2.51  -5.48
C  1.22  -3.28  -4.52
H  3.01  -2.37  -1.77
H  4.00  -0.77  -3.46
H  3.31  -1.05  -5.86
H  1.61  -2.61  -6.52
H  0.28  -3.76  -4.75
F  -4.31  -2.47  -1.45
C  -4.35  -3.36  -2.41
C  -3.75  -4.56  -2.33
C  -3.76  -5.38  -3.45
C  -4.42  -4.96  -4.62
C  -5.13  -3.73  -4.65
C  -5.00  -2.94  -3.54
H  -3.32  -4.86  -1.39
H  -3.19  -6.30  -3.39
H  -4.47  -5.66  -5.44
H  -5.72  -3.34  -5.47
H  -5.53  -2.00  -3.59
F  3.34  5.39  -6.98
C  2.52  4.48  -7.61
C  2.04  4.78  -8.87
C  1.05  3.99  -9.51
C  0.57  2.86  -8.85
C  1.06  2.48  -7.61
C  1.98  3.33  -6.96
H  2.49  5.61  -9.38
H  0.73  4.23  -10.51
H  -0.13  2.13  -9.21
H  0.65  1.63  -7.08
H  2.29  2.98  -5.99

Summary:
**Total charge**: 0
**Orbital gap**: 1.04 eV
**LUMO level**: -4.95 eV
**Energy relative to the best compared isomer or geometry (same formula, charge and spin)**: 0.0000 eV

Results of the Mulliken charge analysis, in e, for atoms 1 through 2:
1. O -0.601
2. V 1.647

No. 2
Computed, not measured: C25H27ClN3P2Pd as an isolated structure, with ωB97M-V/def2-TZVPD.

CARTESIAN COORDINATES (ANGSTROEM)
Pd  0.27  0.27  0.14
N  2.01  2.04  -1.30
P  2.48  0.47  -0.81
C  2.86  -0.45  -2.32
C  4.03  -0.23  -3.05
C  4.22  -0.89  -4.25
C  3.25  -1.76  -4.73
C  2.09  -1.99  -4.01
C  1.89  -1.33  -2.80
C  4.07  0.71  0.02
C  4.96  -0.36  0.15
C  6.16  -0.18  0.81
C  6.49  1.06  1.36
C  5.60  2.12  1.24
C  4.40  1.95  0.57
P  0.43  2.28  -0.79
C  0.43  3.83  0.11
C  0.67  5.02  -0.58
C  0.79  6.21  0.13
C  0.64  6.21  1.51
C  0.38  5.03  2.19
C  0.28  3.84  1.49
C  -0.57  2.55  -2.26
C  -1.83  3.15  -2.14
C  -2.64  3.29  -3.25
C  -2.20  2.84  -4.49
C  -0.95  2.25  -4.62
C  -0.13  2.10  -3.50
H  2.57  2.71  -1.81
H  4.79  0.44  -2.67
H  5.12  -0.72  -4.82
H  3.40  -2.28  -5.67
H  1.34  -2.67  -4.38
H  0.98  -1.49  -2.23
H  4.71  -1.32  -0.28
H  6.85  -1.01  0.90
H  7.43  1.19  1.87
H  5.85  3.08  1.66
H  3.71  2.78  0.49
H  0.76  5.02  -1.66
H  0.97  7.13  -0.40
H  0.72  7.14  2.06
H  0.26  5.04  3.27
H  0.08  2.91  2.02
H  -2.17  3.51  -1.17
H  -3.61  3.76  -3.16
H  -2.83  2.96  -5.36
H  -0.61  1.91  -5.58
H  0.84  1.63  -3.60
Cl  -2.18  -1.27  0.83
C  -1.69  0.45  0.62
H  -1.90  0.97  1.55
H  -2.29  0.84  -0.20
N  2.19  -1.87  1.26
N  0.78  -1.61  1.23
H  2.37  -2.76  1.71
H  2.63  -1.14  1.81
H  0.35  -1.67  2.15
H  0.34  -2.33  0.66

Summary:
**Total charge**: +1
**Orbital gap**: 8.69 eV
**LUMO level**: -2.53 eV
**Energy relative to the best compared isomer or geometry (same formula, charge and spin)**: 0.0000 eV

Results of the Mulliken charge analysis, in e, for atoms 1 through 2:
1. Pd -0.355
2. N 0.014

What is the LUMO level in the second record? -2.53 eV